(1)
This record from OMol25 describes a single C6H10O molecule at a distorted geometry. The level of theory is ωB97M-V/def2-TZVPD.

Values from the calculation:
Gap between HOMO and LUMO   9.8 eV
Lowest unoccupied orbital energy   0.957 eV
HOMO level   -8.9 eV
Energy   -309.726104 Eh
Charge   0
Strongest force on any atom   1.06 eV Å⁻¹

Geometry (Å):
C1 1.21101 -0.72688 1.38535
H1 -2.34411 1.37354 0.52985
H2 1.63004 0.32558 -2.78417
H3 0.57762 -0.73958 2.27510
O1 1.29725 -0.37728 -0.91505
H4 0.07016 0.83972 -2.10640
C2 -1.17493 -1.06434 -0.16006
H5 0.28972 -0.84589 -2.64611
H6 -0.78134 2.23213 0.77759
C3 -1.33407 1.30269 0.91120
C4 0.78446 0.00684 -2.16630
H7 1.89654 -1.57107 1.40374
H8 1.81164 0.19163 1.43577
C5 -0.82382 0.12112 0.23168
C6 0.38521 -0.61235 0.11628
H9 -2.17772 -1.49584 -0.26079
H10 -1.31764 1.03996 1.97233

(2)
This record from OMol25 describes 3 unconnected molecules or ions with the total composition C7H14O2 at a distorted geometry. The level of theory is ωB97M-V/def2-TZVPD.

Values from the calculation:
Gap between HOMO and LUMO   10.3 eV
Lowest unoccupied orbital energy   0.930 eV
HOMO level   -9.4 eV
Energy   -425.530789 Eh
Charge   0
Strongest force on any atom   1.24 eV Å⁻¹

Geometry (Å):
H1 -2.60234 0.62226 -0.27382
H2 0.69166 0.61278 -3.50915
H3 -0.58377 0.72999 2.72657
C1 -1.81891 1.36605 -0.24199
O1 0.07967 -1.93954 -1.72443
H4 -0.51961 2.50305 0.93948
H5 1.68539 -0.87215 -3.45044
C2 1.17715 -1.84811 1.33382
H6 -0.58473 -0.02495 -1.50600
C3 -1.50148 1.02218 2.21569
H7 0.51513 -2.45491 0.69927
C4 1.16042 -0.12441 -2.86193
C5 -1.18856 1.65308 0.89710
H8 0.66983 -1.64725 2.27100
C6 0.15448 -0.76427 -1.96435
H9 -2.01514 1.73807 2.86122
H10 2.09471 -2.40421 1.50363
H11 0.58875 0.14221 0.60977
C7 1.45254 -0.57653 0.60268
H12 1.89072 0.38266 -2.23134
H13 -1.71575 1.99264 -1.11392
H14 -2.13677 0.14760 2.09581
O2 2.50660 -0.25626 0.12131

(3)
This record from OMol25 describes a molecular structure, C14H13Co2N2O6 at a distorted geometry. The level of theory is ωB97M-V/def2-TZVPD.

Values from the calculation:
Gap between HOMO and LUMO   3.7 eV
Lowest unoccupied orbital energy   2.085 eV
HOMO level   -1.7 eV
Energy   -3867.450493 Eh
Charge   -1
Strongest force on any atom   6.86 eV Å⁻¹

Geometry (Å):
C1 1.12276 -0.42612 -4.41607
H1 1.20167 0.84182 2.17479
C2 1.09915 2.14935 -2.83724
O1 -0.68938 5.13668 -3.29975
O2 -1.33072 1.40787 -5.88392
N1 -0.03170 -1.49742 -1.19519
C3 3.70746 0.30126 -3.87623
H2 2.25023 -0.62615 0.87381
H3 -1.39855 -1.49784 0.86021
H4 0.81880 -0.64971 3.09094
C4 -0.51245 2.04894 -5.37943
Co1 0.76876 2.99862 -4.69419
Co2 1.99331 0.90007 -3.81059
C5 -0.13540 4.28627 -3.86988
O3 2.93963 1.74326 -6.60100
N2 0.14243 -0.47835 -0.29890
O4 1.41615 4.96356 -6.72587
C6 1.22856 0.47426 -0.82920
C7 2.35472 1.76760 -5.59619
H5 -0.98830 1.30462 1.80259
H6 -2.05058 -0.01453 0.09584
H7 1.47416 3.01913 -2.31087
C8 -1.19952 -0.42460 0.64477
H8 -0.83768 -3.30274 -1.79345
O5 0.56515 -1.39866 -4.73233
C9 -0.80404 0.23983 1.93599
C10 1.04205 0.94826 -2.22975
H9 -1.41494 -0.12849 2.76923
H10 1.03249 -2.02015 1.07283
C11 1.16105 -0.92476 0.98658
H11 2.21389 -0.08467 -0.73681
C12 -0.97469 -2.32902 -1.33226
C13 0.65737 -0.10292 2.15499
H12 -1.96429 -2.12956 -0.96276
O6 4.79079 -0.08189 -3.95466
H13 1.32354 1.28325 -0.06219
C14 1.16774 4.19307 -5.91782

(4)
This record from OMol25 describes a molecular structure, C4H3NS at a distorted geometry. The level of theory is ωB97M-V/def2-TZVPD.

Values from the calculation:
Gap between HOMO and LUMO   8.0 eV
Lowest unoccupied orbital energy   -0.196 eV
HOMO level   -8.2 eV
Energy   -606.983588 Eh
Charge   0
Strongest force on any atom   5.71 eV Å⁻¹

Geometry (Å):
S1 0.03049 -1.82125 1.61698
C1 -0.88052 0.29253 -0.71327
H1 -1.56575 -0.50467 -0.64865
C2 0.04237 0.45592 -1.72030
C3 0.12771 -0.17634 0.83641
N1 0.76067 0.57800 -2.58128
C4 1.18290 -0.29850 1.55159
H2 1.77127 0.29253 2.23498
H3 -1.46915 1.18178 -0.57645

(5)
This record from OMol25 describes a single C14H11N molecule at a distorted geometry. The level of theory is ωB97M-V/def2-TZVPD.

Values from the calculation:
Gap between HOMO and LUMO   8.4 eV
Lowest unoccupied orbital energy   0.688 eV
HOMO level   -7.7 eV
Energy   -594.840201 Eh
Charge   0
Strongest force on any atom   2.98 eV Å⁻¹

Geometry (Å):
C1 0.43602 0.08740 -0.08200
C2 -0.13887 2.48593 0.01510
C3 0.89566 1.44972 -0.07449
H1 4.51984 -1.82022 0.39535
C4 1.37582 -0.92009 -0.00163
H2 -2.25007 2.88870 0.20748
H3 -3.08751 -2.97245 -0.26521
H4 -4.76988 -0.95882 -0.09118
H5 -3.90496 1.27889 0.11604
N1 3.59464 -1.90640 0.05134
C5 2.26317 1.65410 -0.13006
H6 4.29686 0.88609 -0.25969
C6 -1.82801 0.76623 0.01661
H7 0.10428 3.51822 0.02996
H8 3.28085 -2.66862 0.62556
C7 2.72721 -0.72905 -0.03175
C8 -0.97507 -0.31028 -0.09527
C9 -3.17869 0.47487 0.09659
C10 -3.69897 -0.84063 -0.04574
H9 0.93033 -1.90832 0.14976
C11 -1.42192 -1.62418 -0.11298
C12 -2.77426 -1.92775 -0.08976
H10 -0.63795 -2.40189 -0.11242
C13 3.20811 0.65527 -0.09450
C14 -1.44251 2.13314 0.11316
H11 2.47590 2.71013 -0.33027

(6)
This record from OMol25 describes a molecular structure, C4H5CsO at a distorted geometry. The level of theory is ωB97M-V/def2-TZVPD.

Values from the calculation:
Gap between HOMO and LUMO (alpha / beta)   7.5 / 8.0 eV
2S+1   2
Lowest unoccupied orbital energy (alpha / beta)   -3.741 / -3.856 eV
HOMO level (alpha / beta)   -11.2 / -11.9 eV
Energy   -250.438876 Eh
Charge   +1
Strongest force on any atom   4.41 eV Å⁻¹

Geometry (Å):
H1 -2.06365 2.27220 -0.13884
Cs1 5.67482 -0.38511 1.24686
O1 1.84855 -0.33117 0.22339
H2 -1.05639 -1.34259 -0.91502
C1 -0.95378 0.48997 0.25709
C2 -1.80613 1.26412 -0.46586
H3 -2.11528 0.97401 -1.47258
H4 -0.56469 0.86596 1.20728
H5 0.53521 -1.98741 0.47502
C3 0.96094 -1.05254 -0.21652
C4 -0.45960 -0.76745 -0.20081

What are the energy relative to the best compared isomer or geometry (same formula, charge and spin) values for these records? In order: 73.0 46.7 141.2 78.1 5.4 16.1 kcal per mole.